Entry 1:
{
  "formula": "C3H5NOS",
  "method": "ωB97M-V/def2-TZVPD",
  "orbital_gap_ev": 8.406,
  "e_homo_ev": -8.067,
  "de_lowest_kcal_mol": 122.1,
  "fmax_ev_per_a": 5.20,
  "elements": ["C", "N", "C", "C", "S", "O", "H", "H", "H", "H", "H"],
  "positions_angstrom": [[-0.55666, -1.14962, 0.34313], [0.75295, -0.98418, -0.22547], [1.01934, 0.71961, -0.08456], [1.21513, 1.25089, -1.27447], [0.60345, 0.17999, -2.58047], [0.82706, -1.14246, -1.54681], [-1.12885, -0.29914, 0.26753], [-1.18963, -1.99783, 0.11001], [-0.37511, -1.33296, 1.49623], [1.10076, 1.14916, 0.89032], [1.51786, 2.26113, -1.60252]],
  "forces_ev_per_a": [[0.2281, -1.8217, 3.6101], [0.5572, 4.6499, 2.2616], [0.8574, -3.0662, -0.6352], [-0.9318, 0.0790, -0.8256], [0.4875, 0.2092, 0.9455], [0.2826, -1.5234, -3.1699], [-1.6312, 2.0282, -0.2803], [0.5604, -0.4338, -0.8774], [-0.2071, 0.5846, -2.0900], [0.2304, -0.1114, 0.3803], [-0.4335, -0.5945, 0.6809]]
}

---

Entry 2:
{
  "formula": "C19H25N4O7PTi",
  "method": "ωB97M-V/def2-TZVPD",
  "orbital_gap_ev": [5.975, 8.077],
  "e_homo_ev": [-6.837, -9.113],
  "multiplicity": 3,
  "s_squared": 2.021,
  "de_lowest_kcal_mol": 0.0,
  "fmax_ev_per_a": 2.68,
  "elements": ["C", "C", "C", "C", "C", "C", "C", "C", "N", "Ti", "C", "P", "H", "H", "H", "H", "H", "H", "H", "H", "C", "C", "H", "C", "C", "H", "H", "H", "H", "H", "H", "H", "H", "H", "H", "H", "H", "H", "H", "O", "N", "O", "C", "C", "C", "C", "O", "C", "C", "N", "O", "O", "N", "O", "O", "H", "H"],
  "positions_angstrom": [[0.91266, -4.44014, 0.44663], [1.95301, -3.57697, 0.07434], [1.67750, -2.23515, -0.25028], [0.37450, -1.76702, -0.15313], [-0.65958, -2.62797, 0.25234], [-0.40054, -3.96648, 0.56637], [2.78594, -1.29338, -0.63046], [2.44475, -0.21359, -1.68940], [2.62532, -0.66708, -3.05125], [0.19610, 0.40273, -0.17251], [-2.04676, -2.05489, 0.33266], [-2.00555, -0.62689, -0.85628], [2.98843, -3.91301, 0.01111], [-1.23570, -4.60688, 0.87424], [1.12430, -5.48726, 0.64560], [-2.31135, -1.65006, 1.32607], [-2.84580, -2.74263, 0.01556], [3.13998, -0.71890, 0.24844], [3.65479, -1.84842, -1.00908], [1.39266, 0.20942, -1.63400], [-3.70316, -0.03208, -0.82234], [-2.03698, -1.58030, -2.41769], [3.15113, 0.62701, -1.57436], [1.69232, -1.69016, -3.47410], [2.70125, 0.44585, -3.98945], [-1.34217, 1.52062, -0.53150], [1.94574, -2.00011, -4.49563], [1.74664, -2.55640, -2.80928], [0.64608, -1.32868, -3.47808], [2.93794, 0.08259, -4.99479], [1.75018, 1.01042, -4.04003], [3.49123, 1.13686, -3.67022], [-2.95682, -2.18257, -2.38634], [-2.05756, -0.89893, -3.27994], [-1.16670, -2.24412, -2.48630], [-4.35268, -0.90636, -0.97118], [-3.92767, 0.43774, 0.14365], [-3.87112, 0.68690, -1.63544], [-0.72866, 1.74740, -1.04368], [-2.34541, 5.16169, 4.85956], [-1.46529, 5.24845, 3.97655], [-1.16365, 6.32399, 3.41523], [-0.77628, 4.04813, 3.59173], [-1.17665, 2.81616, 4.12503], [-0.65210, 1.63755, 3.62507], [0.08996, 1.68377, 2.42451], [-0.01774, 0.64237, 1.62747], [0.60383, 2.93805, 1.94179], [0.15212, 4.11770, 2.52855], [1.36384, 3.02907, 0.72887], [2.01203, 4.03587, 0.42645], [1.27320, 2.02684, -0.12625], [-1.20523, 0.34923, 4.03079], [-2.16402, 0.40708, 4.84420], [-0.72550, -0.72460, 3.63753], [-1.94796, 2.75669, 4.88154], [0.46122, 5.05081, 2.07112]],
  "forces_ev_per_a": [[0.0742, 0.2853, 0.0444], [-0.3502, 0.2601, -0.2040], [-0.0063, -0.9304, 0.4997], [-0.2820, 0.7168, -0.0328], [0.4027, -0.4799, 0.3361], [0.1187, 0.3129, -0.3671], [0.1722, 0.7497, -0.0674], [0.9611, -0.4113, -0.8343], [0.1311, 0.0593, 0.0415], [-0.5051, -0.5797, -0.3124], [-0.4198, 0.7344, -0.1726], [0.0113, -2.2433, 0.1716], [-0.2794, -0.1888, 0.0215], [0.4890, 0.0857, -0.1144], [0.0219, 0.1629, 0.0538], [0.2342, -0.2655, -0.2102], [0.2570, 0.0289, 0.1794], [-0.1699, -0.4298, -0.1207], [-0.1616, 0.2032, 0.0507], [0.5996, -0.0939, -0.4886], [-0.4214, 0.3900, 0.0243], [-0.0695, 0.1064, -0.1975], [-0.6703, -0.1526, 0.2259], [0.0441, -0.0299, -0.1457], [-0.0824, 0.0289, 0.1766], [1.2272, 0.7282, -0.8409], [-0.0750, -0.0067, 0.2482], [-0.0127, 0.0930, -0.1398], [0.0824, 0.0321, 0.0159], [-0.0401, -0.0006, 0.2065], [0.1004, -0.0417, -0.0323], [-0.1862, -0.1401, -0.1179], [0.2457, 0.1302, -0.2274], [-0.0229, -0.2838, 0.1524], [-0.2396, 0.2518, 0.0580], [0.0341, 0.3426, 0.0732], [-0.0383, -0.0647, -0.2611], [-0.0650, -0.1239, 0.2563], [-1.1970, 0.5252, 0.4944], [1.5152, 0.0693, -1.5450], [-1.1562, 2.1708, 1.0719], [-0.4303, -2.0733, 0.9001], [0.5560, -1.2696, -0.7522], [-0.0343, 0.8408, 0.5043], [0.3738, 0.3470, -1.2411], [-1.0870, -0.1376, -0.8214], [0.7501, 0.4772, 1.3706], [-0.2216, 0.0287, -0.1802], [0.0078, -0.3926, 0.2797], [-0.8796, -0.2213, 1.9439], [0.1703, 0.6118, -0.1410], [0.7753, -0.8234, -0.7790], [-1.2748, -1.3883, 1.6858], [1.6562, -0.1088, -1.5818], [-0.6265, 1.9856, 0.6035], [0.1541, 0.1524, 0.0328], [-0.1605, -0.0296, 0.2058]]
}

---

Entry 3:
{
  "formula": "C4H14O2S2",
  "method": "ωB97M-V/def2-TZVPD",
  "orbital_gap_ev": [2.148, 8.817],
  "e_homo_ev": [0.632, -6.105],
  "multiplicity": 2,
  "s_squared": 0.750,
  "de_lowest_kcal_mol": 28.8,
  "total_charge": -1,
  "fmax_ev_per_a": 1.34,
  "elements": ["C", "C", "C", "S", "S", "C", "H", "H", "H", "H", "H", "H", "H", "H", "H", "H", "H", "H", "O", "H", "H", "O"],
  "positions_angstrom": [[-0.32559, -2.47161, -0.08906], [0.37781, -1.67626, -1.19563], [-0.81942, -1.60538, 1.06629], [-2.33215, -0.67992, 0.59281], [-2.44185, 0.62813, 2.10536], [-1.80649, 2.18708, 1.51322], [-1.14051, -3.02234, -0.56120], [0.38416, -3.14633, 0.36164], [1.19259, -1.03156, -0.86994], [0.79074, -2.38917, -1.90643], [-0.36402, -1.06712, -1.72249], [-1.08294, -2.21818, 1.92391], [-0.05183, -0.87370, 1.31819], [-2.50561, 2.85020, 1.01644], [-1.41538, 2.71403, 2.35210], [-0.93810, 2.09680, 0.85441], [3.68538, 0.34993, -0.59049], [3.53835, 1.50258, -1.46856], [3.23389, 1.22722, -0.59444], [0.94123, 1.53832, -1.11380], [0.77688, 2.96122, -1.43824], [0.30286, 2.12607, -1.55409]],
  "forces_ev_per_a": [[0.2479, 0.9217, -0.1128], [-0.5243, -0.2011, -0.1357], [-0.2698, 0.1455, -0.5488], [0.2873, -0.4118, -0.4260], [-0.5366, 0.3140, 0.7312], [0.8418, 0.3355, -0.9818], [-0.0513, -0.2770, 0.2735], [0.2124, -0.6171, -0.0017], [-0.0252, -0.0455, 0.2305], [0.0978, 0.0550, -0.2058], [0.2123, 0.0647, -0.0200], [0.0921, 0.0499, 0.1636], [-0.0378, -0.0540, 0.1562], [-0.4557, -0.2514, -0.0805], [0.1318, 0.3661, 1.0069], [-0.1825, -0.3933, -0.1157], [-0.2242, 0.0415, 0.4608], [0.0324, 0.6184, -0.5977], [-0.0375, -0.6247, 0.1687], [0.0445, -0.2730, -0.1853], [-0.1408, 0.0971, -0.2189], [0.2854, 0.1394, 0.4393]]
}

---

Entry 4:
{
  "formula": "C15H30NO4PPb",
  "method": "ωB97M-V/def2-TZVPD",
  "orbital_gap_ev": 5.299,
  "e_homo_ev": -22.404,
  "de_lowest_kcal_mol": 21.0,
  "total_charge": 4,
  "fmax_ev_per_a": 8.15,
  "elements": ["Pb", "C", "O", "C", "O", "C", "O", "C", "P", "H", "H", "C", "H", "C", "H", "H", "H", "C", "H", "C", "H", "H", "C", "H", "H", "H", "C", "H", "H", "H", "C", "H", "H", "H", "C", "H", "H", "H", "H", "H", "C", "N", "C", "C", "O", "H", "H", "H", "H", "H", "H", "H"],
  "positions_angstrom": [[0.19798, -0.14045, 0.89866], [1.90669, 0.56998, -0.49395], [2.88118, 0.91086, -0.98965], [1.50320, -2.15492, 1.08717], [2.08611, -3.13383, 1.20285], [-1.17800, -0.98932, 2.40618], [-1.78128, -1.54207, 3.20579], [0.01859, -1.22253, -2.74882], [-1.09254, -0.71985, -1.40426], [-2.65476, 0.86493, -1.89699], [0.61169, -0.31061, -2.94732], [-2.48576, -1.84354, -1.08439], [-2.87131, -1.88194, -2.12515], [-0.94175, -1.51724, -3.89467], [-1.66834, -0.70632, -4.05545], [-1.47352, -2.46537, -3.73440], [-0.31704, -1.59976, -4.78635], [0.98093, -2.36901, -2.40720], [0.45133, -3.31584, -2.22947], [-1.69992, 1.73324, -0.12582], [1.65770, -2.16819, -1.56147], [1.60311, -2.48318, -3.30422], [-0.75050, 1.81711, -2.47378], [-0.69072, 1.90543, 0.32978], [-2.04623, 2.76923, -0.25336], [-2.35069, 1.21958, 0.61139], [-1.62869, 1.01619, -1.50960], [-1.16220, 2.83266, -2.50755], [-0.78220, 1.39550, -3.48369], [0.29698, 1.88646, -2.13609], [-3.52983, -1.22480, -0.14098], [-3.15775, -1.11103, 0.89253], [-4.36914, -1.93111, -0.12309], [-3.90565, -0.26133, -0.51598], [-2.02897, -3.22981, -0.60682], [-1.54522, -3.21401, 0.38304], [-1.36604, -3.72451, -1.32909], [-2.93778, -3.83667, -0.51082], [-1.57485, 5.08982, -0.11282], [-1.19453, 5.29765, 0.50099], [2.52154, 2.74617, 4.01633], [3.23949, 1.55617, 3.56968], [4.56946, 1.18155, 4.06174], [2.56719, 0.82864, 2.74111], [1.41538, 1.19214, 2.40339], [3.17551, 3.24771, 4.72011], [1.55272, 2.48187, 4.47129], [2.27273, 3.39378, 3.15965], [4.49318, 0.16887, 4.51534], [5.23858, 1.09039, 3.17908], [4.86986, 1.96943, 4.77272], [3.07408, -0.06813, 2.36442]],
  "forces_ev_per_a": [[0.2142, 1.5510, -0.5927], [6.2655, 2.2127, -3.0356], [-3.5387, -1.1654, 1.6233], [3.0442, -4.6971, 0.9614], [-2.2550, 3.7113, -0.5138], [-3.9359, -3.3356, 6.3128], [2.1050, 2.0704, -3.0559], [1.1044, 0.4026, 1.2482], [-0.9342, 0.1732, -0.4669], [0.1328, 0.3957, 0.0829], [-0.2642, -0.3007, -0.1285], [0.4194, 0.1416, 0.6955], [-0.0978, -0.1401, 0.2864], [-0.5811, -0.0972, -0.1799], [0.1274, -0.2385, -0.1817], [0.1821, 0.2338, -0.1805], [-0.0909, -0.0051, -0.1496], [-0.1268, -0.2961, -0.3825], [0.2915, 0.2916, -0.1121], [-0.6086, -0.3695, -0.1894], [-0.1583, 0.0804, -0.2622], [0.0429, -0.2235, 0.2928], [-0.1889, 0.1395, -0.2276], [-0.0553, 0.2070, -0.3273], [-0.1213, -0.2288, 0.1125], [0.1436, 0.3861, -0.3775], [0.3608, 0.3998, 0.6397], [0.2052, -0.1311, -0.1697], [0.0993, 0.2760, 0.1245], [-0.3474, 0.0407, -0.1279], [-0.1019, 0.1343, -0.3764], [-0.2290, -0.0852, -0.4227], [0.0509, 0.2577, 0.1699], [-0.0336, -0.3368, 0.2868], [-0.0950, -0.2694, -0.4411], [-0.1179, 0.0925, -0.1952], [-0.2548, 0.0372, 0.3045], [0.2774, -0.0485, 0.0303], [0.1313, 0.1045, 0.1991], [-0.1368, -0.1098, -0.2140], [-0.2088, 0.8357, 0.3820], [-1.5743, -0.4296, -0.8594], [0.5381, -0.7080, -0.2859], [4.0271, -0.7847, 1.4178], [-4.5205, -0.9686, -2.7839], [-0.2761, 0.3045, 0.0709], [0.5518, -0.0338, 0.1329], [0.4252, -0.1258, 0.3068], [0.1998, 0.8848, 0.1149], [-0.1177, 0.4021, 0.7892], [0.1926, -0.6814, -0.3737], [-0.1616, 0.0434, 0.0285]]
}